<a>
ORCA calculation (ωB97M-V with the def2-TZVPD basis set) on a single C15H23N5O3 molecule.

Each line ends with the natural charge from an NBO analysis.
CARTESIAN COORDINATES (ANGSTROEM)
H (5.21009, -3.10110, -4.61613)  0.3069
N (5.15630, -3.30767, -3.58570)  -0.7454
C (4.18641, -2.45333, -3.21803)  0.5664
N (3.54833, -1.55117, -4.09421)  -0.8395
N (3.71806, -2.51117, -1.90445)  -0.6276
C (3.00950, -1.32538, -1.42711)  -0.2326
C (2.34997, -1.51723, -0.07732)  -0.4131
C (2.04316, -0.21673, 0.62139)  -0.4269
C (0.54544, -0.04449, 0.23819)  -0.1416
N (0.40297, 0.26934, -1.19099)  -0.8652
C (-0.18274, 1.05489, 1.06569)  0.7126
O (-0.30327, 2.23223, 0.64718)  -0.6254
N (-0.85109, 0.75538, 2.32558)  -0.6784
C (-1.80928, 1.67865, 2.81774)  -0.1749
C (-3.26429, 1.39174, 2.48113)  -0.4358
C (-3.25149, 1.08640, 1.06568)  -0.0059
C (-3.20795, 2.07288, 0.03471)  -0.2088
C (-3.25401, 1.69043, -1.21548)  -0.1853
C (-3.18494, 0.31908, -1.58672)  -0.2345
C (-3.18345, -0.65094, -0.69614)  -0.2083
C (-3.08454, -0.24294, 0.66777)  -0.2313
C (-1.59064, 1.94588, 4.32573)  0.7976
O (-2.42696, 2.36287, 5.03383)  -0.5391
O (-0.20658, 2.01949, 4.58806)  -0.6934
H (3.54936, -2.09839, -5.07277)  0.3843
H (2.53528, -1.35770, -3.87457)  0.3833
H (4.32770, -2.82262, -1.10565)  0.4027
H (2.28168, -0.90961, -2.22639)  0.2198
H (3.80506, -0.54860, -1.29978)  0.1654
H (1.50642, -2.33540, -0.28856)  0.2215
H (3.05855, -2.25038, 0.60345)  0.1981
H (1.94275, -0.69505, 1.77047)  0.2121
H (2.93244, 0.53264, 0.51604)  0.2622
H (-0.03100, -0.92919, 0.55178)  0.2101
H (-0.60820, 0.00004, -1.50492)  0.3776
H (0.31128, 1.42057, -1.36927)  0.4043
H (-1.13277, -0.27266, 2.39508)  0.3982
H (-1.49895, 2.69382, 2.41849)  0.2737
H (-3.76271, 2.28951, 2.70665)  0.2450
H (-3.64373, 0.55269, 3.21965)  0.2248
H (-3.60093, 3.08116, 0.39654)  0.2205
H (-3.14183, 2.40404, -2.09257)  0.2187
H (-3.25978, 0.15648, -2.57159)  0.2068
H (-3.22915, -1.64920, -0.94547)  0.2173
H (-2.99050, -0.94171, 1.58744)  0.1972
H (0.28000, 1.72247, 3.88555)  0.4859

HOMO level (Ha): -0.3128

---

<b>
ORCA calculation (ωB97M-V with the def2-TZVPD basis set) on a single C15H23N5O3 molecule.

Each line ends with the natural charge from an NBO analysis.
CARTESIAN COORDINATES (ANGSTROEM)
H (-0.77797, 7.67965, 0.76561)  0.3584
N (-1.01323, 6.60544, 0.81327)  -0.7820
C (-2.13081, 6.21292, 1.16782)  0.5749
N (-3.21391, 7.00291, 1.55744)  -0.8775
N (-2.44035, 4.87596, 1.50846)  -0.6950
C (-1.23534, 3.93572, 1.81299)  -0.2363
C (-0.67224, 3.45270, 0.22743)  -0.3941
C (0.43362, 2.46470, 0.38571)  -0.4694
C (-0.02501, 1.02484, 0.57463)  -0.1605
N (-0.25990, 0.41301, 1.97899)  -0.8828
C (1.01134, 0.19449, -0.03368)  0.6831
O (2.07389, 0.80290, -0.57415)  -0.6357
N (0.76623, -1.22778, -0.18764)  -0.6369
C (-0.50934, -1.89314, -0.32242)  -0.1804
C (-0.51119, -2.71598, -1.61632)  -0.4288
C (0.90961, -3.55146, -1.83201)  0.0235
C (2.11955, -2.97718, -2.37233)  -0.3099
C (3.14089, -3.79426, -2.70584)  -0.1809
C (3.16992, -5.20512, -2.49672)  -0.2092
C (2.06181, -5.66612, -1.73911)  -0.1824
C (0.92185, -4.90670, -1.63109)  -0.2472
C (-0.96119, -2.75054, 0.79048)  0.7885
O (-1.28133, -3.91713, 0.68283)  -0.5670
O (-0.69867, -2.34069, 2.11808)  -0.7657
H (-3.79767, 6.80629, 2.35661)  0.3991
H (-3.12394, 8.05788, 1.28067)  0.3836
H (-3.40801, 4.73318, 1.27836)  0.4037
H (-1.84148, 3.06184, 2.47892)  0.2064
H (-0.29451, 4.50611, 2.34405)  0.2517
H (-0.34444, 4.33334, -0.35990)  0.2460
H (-1.43880, 2.96565, -0.43906)  0.1934
H (1.31041, 2.63427, 1.05463)  0.2224
H (1.03342, 2.44519, -0.51267)  0.2791
H (-1.02971, 0.88550, 0.02151)  0.2135
H (-1.31110, 0.51415, 2.29714)  0.3960
H (0.43450, 1.03134, 2.60047)  0.3905
H (1.56631, -1.58307, -0.93310)  0.4471
H (-1.16877, -1.04715, -0.23722)  0.2211
H (-1.26239, -3.48624, -1.39476)  0.2582
H (-0.91479, -2.08944, -2.52699)  0.2309
H (2.25901, -2.06044, -2.90818)  0.2381
H (4.01069, -3.33471, -3.16596)  0.2063
H (4.10505, -5.72919, -2.77556)  0.2254
H (2.06814, -6.66335, -1.43311)  0.2117
H (0.04747, -5.24860, -0.94966)  0.2443
H (-0.08524, -1.40872, 2.39330)  0.5446

HOMO level (Ha): -0.3240

---

Least stable = <b>

---

<a>
ORCA calculation (ωB97M-V with the def2-TZVPD basis set) on a 2-piece molecular cluster, C2H4OSi overall.

Each line ends with the natural charge from an NBO analysis.
CARTESIAN COORDINATES (ANGSTROEM)
C (1.99072, -0.04931, 0.54676)  0.6574
C (-0.07973, 0.94227, 0.73227)  -0.6120
O (2.92719, -0.67039, 0.47321)  -0.4547
Si (-1.00797, -0.27862, -0.31790)  0.7551
H (0.25220, 1.84070, 0.19582)  0.1322
H (-0.74651, -0.44344, -1.76225)  -0.1808
H (-2.37537, 0.25735, -0.18228)  -0.1359
H (-0.96053, -1.59856, 0.31438)  -0.1613

HOMO level (Ha): -0.3269

---

<b>
ORCA calculation (ωB97M-V with the def2-TZVPD basis set) on a single C2H4OSi molecule.

Each line ends with the natural charge from an NBO analysis.
CARTESIAN COORDINATES (ANGSTROEM)
O (-3.62724, -0.10276, 0.53482)  -0.4521
C (-2.63684, -0.28774, -0.08038)  0.7690
C (-1.41470, -0.28679, -0.85561)  -1.0084
Si (0.24372, 0.31889, 0.00971)  0.8655
H (-1.65801, -0.07166, -1.93736)  0.2854
H (1.12614, 0.82996, -1.08619)  -0.1402
H (0.72258, -0.78547, 0.89756)  -0.1554
H (0.12781, 1.41835, 1.04322)  -0.1639

HOMO level (Ha): -0.3347

---

<c>
ORCA calculation (ωB97M-V with the def2-TZVPD basis set) on a 2-piece molecular cluster, C2H4OSi overall.

Each line ends with the natural charge from an NBO analysis.
CARTESIAN COORDINATES (ANGSTROEM)
C (1.39672, -2.22959, -1.36379)  -0.3830
C (0.95997, -1.35061, -0.61962)  0.2021
O (0.50408, 0.24548, 1.00786)  -0.6691
Si (-0.80134, 1.22081, 0.79128)  1.1410
H (1.45050, -2.98088, -2.04265)  0.2315
H (-0.69299, 1.93490, -0.51601)  -0.1873
H (-0.66727, 2.45422, 1.78594)  -0.1406
H (-2.14967, 0.70567, 0.95699)  -0.1945

HOMO level (alpha / beta) (Ha): -0.4109 / -0.4008

---

Least stable = <c>

---

<a>
ORCA calculation (ωB97M-V with the def2-TZVPD basis set) on a 2-piece molecular cluster, CH6NO2 overall.

Each line ends with the natural charge from an NBO analysis.
CARTESIAN COORDINATES (ANGSTROEM)
O (0.87999, -0.15221, -2.33337)  -1.2821
H (0.26364, 0.42313, -2.77323)  0.3986
N (0.41294, -0.40293, 0.08678)  -0.9061
C (-0.66444, 0.15587, 0.76527)  0.0811
O (-0.25746, 0.57614, 2.08414)  -0.7929
H (0.56440, -0.15398, -0.88193)  0.4410
H (0.52790, -1.42988, 0.20529)  0.3348
H (-0.88351, 0.99696, 0.25771)  0.1408
H (-1.54090, -0.51514, 0.80678)  0.1133
H (0.69743, 0.50203, 1.78256)  0.4715

HOMO level (Ha): -0.1110
Net charge: -1

---

<b>
ORCA calculation (ωB97M-V with the def2-TZVPD basis set) on a 2-piece molecular cluster, CH6NO2 overall.

Each line ends with the natural charge from an NBO analysis.
CARTESIAN COORDINATES (ANGSTROEM)
N (0.92029, -1.50980, -0.43214)  -0.9058
C (-0.46929, -1.09801, -0.12017)  0.1323
O (-0.54664, 0.09318, 0.49371)  -0.9887
H (1.57976, -0.73542, -0.44055)  0.3454
H (1.32043, -1.90001, 0.43009)  0.3189
H (-1.04405, -1.15889, -1.08821)  0.0525
H (-1.06099, -1.88440, 0.42878)  0.0674
H (0.01050, 1.99807, 0.16153)  0.5230
H (-0.80580, 3.23403, 0.36757)  0.4495
O (0.09580, 2.96125, 0.19939)  -0.9944

HOMO level (Ha): -0.0968
Net charge: -1

---

Least stable = <a>

---

<a>
ORCA calculation (ωB97M-V with the def2-TZVPD basis set) on a 2-piece molecular cluster, CH6NO2 overall.

Each line ends with the natural charge from an NBO analysis.
CARTESIAN COORDINATES (ANGSTROEM)
N (-1.30832, 0.48225, -1.41029)  -0.9053
C (-0.38815, -0.37099, -0.54883)  0.1281
O (-0.42019, 0.00105, 0.72886)  -0.9339
H (-1.98385, 0.76868, -0.69076)  0.3404
H (-0.76401, 1.33099, -1.53243)  0.3221
H (-0.70757, -1.42649, -0.71064)  0.0716
H (0.59407, -0.27736, -1.05946)  0.0766
H (1.04241, -0.17048, 1.19215)  0.5078
H (1.92871, -0.03644, 2.47517)  0.4356
O (2.00689, -0.30122, 1.55624)  -1.0429

HOMO level (Ha): -0.1199
Net charge: -1

---

<b>
ORCA calculation (ωB97M-V with the def2-TZVPD basis set) on a 2-piece molecular cluster, CH6NO2 overall.

Each line ends with the natural charge from an NBO analysis.
CARTESIAN COORDINATES (ANGSTROEM)
N (0.92391, 0.46695, -1.16461)  -0.8963
C (-0.22922, 1.13530, -0.49128)  0.1211
O (-0.92697, 0.35559, 0.38883)  -0.9134
H (1.65988, 0.26628, -0.49898)  0.3349
H (0.56253, -0.45095, -1.42101)  0.3479
H (0.18789, 2.06664, -0.08807)  0.0856
H (-0.98479, 1.37847, -1.27725)  0.0931
H (-0.35859, -0.81438, 0.73195)  0.4870
H (0.61691, -1.36915, 1.78412)  0.4245
O (0.07457, -1.76239, 1.10469)  -1.0844

HOMO level (Ha): -0.1242
Net charge: -1

---

Least stable = <b>